Density functional theory data (ωB97M-V with the def2-TZVPD basis set) for a cluster of 12 separate species, C47H74B6F24N9O3 in total at a distorted geometry.

CARTESIAN COORDINATES (ANGSTROEM)
C 13.245510 -1.231980 -21.859370
C 11.269890 -0.067260 -22.399740
C 12.597200 8.892570 -17.125290
C 10.847020 -6.482090 -9.560780
H 10.778470 -7.790420 -25.554000
H 5.107450 -2.105700 -16.740360
H 12.344820 11.370190 -16.185140
C 11.034340 -3.719620 -23.338190
H 8.210200 -1.773790 -18.237650
C 10.282860 8.352350 -16.746790
H 10.464730 -5.398320 -26.199250
H 13.706340 10.777940 -17.648230
C 10.490120 -5.180040 -25.141850
F 5.511860 4.405970 -7.577200
C 12.726510 -8.944750 -16.269380
H 15.743460 10.189280 -16.056770
H 12.086180 -11.014000 -10.035840
H 7.897330 1.969330 -13.169770
C 9.584240 -6.973370 -16.611830
H 9.243700 8.658070 -16.868410
H 6.096450 -3.443710 -15.141520
C 9.529070 -6.571890 -9.121370
C 12.698900 -2.417110 -22.290310
F 9.273770 3.915580 -19.355820
N 13.077760 10.823320 -15.756380
H 6.084620 -1.147990 -17.731810
F 16.165220 5.431710 -17.975540
C 11.474780 -2.429890 -22.845800
C 9.989540 -7.541020 -24.844440
H 13.307130 -6.546280 -8.478350
H 6.195540 5.178450 -14.448760
H 12.948380 8.202620 -17.892580
C 10.734340 -3.855960 -24.711920
C 11.759240 -7.647110 -9.419130
F 6.342290 2.821730 -8.867720
H 7.781470 7.336250 -11.287650
F 7.354170 3.360740 -6.918020
H 14.858890 8.796420 -15.684480
H 11.473830 2.802550 -12.968370
C 12.239680 -6.665640 -15.986490
C 8.857150 2.324780 -12.794930
F 7.706570 2.677730 -20.456070
H 11.180950 3.642230 -15.247640
C 10.058890 -5.703400 -16.397790
O 9.494250 0.501080 -14.228700
H 11.692210 -4.506460 -15.942750
F 11.370170 1.396140 -8.517500
C 8.196070 -2.610240 -17.554590
C 5.517950 5.996660 -14.204820
H 4.207620 7.645870 -12.612300
H 9.157520 -7.507190 -8.729500
H 14.045140 1.139090 -20.964120
B 12.514320 6.710730 -11.760020
H 12.249640 -5.287910 -10.556040
O 11.194240 9.241560 -17.312910
H 11.089890 1.989710 -15.927740
H 7.659890 -5.455810 -8.842110
F 15.631840 -2.394320 -14.059070
O 5.788170 6.409160 -12.857810
H 10.800250 -3.092290 -25.472760
F 13.226270 5.541730 -11.576990
N 7.350890 8.222990 -11.067670
H 10.732790 0.869670 -22.390320
C 7.910800 -4.598730 -15.620590
H 10.112000 -9.090120 -16.711860
H 9.144370 2.070500 -11.774670
H 13.713250 11.486030 -15.335590
B 12.668260 1.039870 -8.443840
B 7.998030 3.592920 -19.427810
C 15.026490 9.498810 -16.500970
H 10.188570 -6.773060 -22.255940
H 13.170220 -8.912510 -17.264470
F 13.128750 7.656530 -12.524370
H 12.726400 10.208470 -15.036240
H 14.312090 -11.369830 -10.309350
C 14.570540 -10.840210 -9.392390
H 6.238810 -0.843450 -15.963740
F 18.113260 5.694330 -16.769030
F 14.919820 -0.272540 -14.306760
H 7.617120 -3.214330 -8.821960
F 17.835860 3.880320 -17.953650
H 14.592360 -11.529420 -8.548230
H 8.825130 -2.144900 -9.249240
H 11.036250 -4.671180 -21.375040
N 9.213340 -4.283840 -9.505670
N 10.309780 -6.221790 -24.280760
H 12.891080 1.968430 -22.041090
H 10.787030 -3.278780 -10.626460
N 13.572260 -9.773670 -9.242540
H 10.065320 -3.532730 -18.019940
C 6.069280 -1.592890 -16.736850
H 11.804430 1.324470 -13.493440
H 13.297430 -6.566190 -15.792420
H 4.067270 8.946180 -10.336200
H 7.727260 8.405280 -10.148320
C 5.289780 7.685410 -12.487960
N 7.091080 -2.620060 -16.693650
H 12.662580 2.554920 -15.297140
C 10.849370 -4.782710 -22.432890
C 9.163300 -3.650210 -17.437730
F 7.198680 4.627540 -19.558810
H 10.496770 7.352290 -17.123900
H 9.701850 -1.270380 -23.216200
H 12.350630 1.431320 -20.469150
H 10.392480 8.300560 -15.663550
C 11.286670 -5.250220 -10.068520
F 13.456620 2.143880 -8.075510
C 8.358550 -3.062940 -9.606470
C 11.394280 -5.527560 -16.129800
C 10.727990 -1.273030 -22.879430
C 9.028170 -4.693650 -16.501800
C 10.436340 -6.002030 -22.970450
H 7.738190 8.858350 -11.750630
F 7.509220 4.804010 -8.673240
H 8.949260 3.399640 -12.950760
F 12.071660 7.221440 -10.516900
C 8.714750 -5.429650 -9.072340
C 5.119460 9.224360 -10.396200
N 11.739350 -7.905270 -16.247350
C 13.944280 -8.541840 -8.805980
H 9.883450 -8.306150 -24.075400
H 14.933680 -8.427780 -8.388280
H 14.216800 -1.223730 -21.387230
F 7.611010 3.032400 -18.232400
C 5.810890 8.002620 -11.097740
H 5.452240 9.339650 -9.364660
F 11.397050 6.408860 -12.538390
C 12.321150 -9.989900 -9.786040
F 14.234680 -1.760710 -15.827460
H 5.553230 6.849510 -14.882680
C 10.427460 -8.084980 -16.474000
H 13.338120 -8.936350 -15.367200
H 12.180050 -9.871700 -16.095490
C 13.008930 1.177780 -21.300090
F 13.402270 -1.685420 -13.788980
H 13.179420 -3.359740 -22.073620
H 5.146910 10.141860 -10.984010
N 11.248510 2.142330 -13.698750
H 12.659450 8.177910 -16.304630
C 13.597470 9.987360 -16.905790
H 5.662650 7.125930 -10.467240
B 14.571320 -1.558780 -14.495130
H 4.568310 5.501460 -14.407490
C 9.843660 1.498290 -13.613030
C 10.467300 -4.152040 -10.077290
B 6.715720 3.892360 -7.992240
H 8.547730 -7.253780 -16.727620
N 12.474160 -0.077050 -21.848290
H 15.557970 9.031230 -17.329820
C 11.580050 2.629350 -15.193780
C 11.351400 -8.958940 -9.773310
H 9.055320 -7.481270 -25.402810
F 13.058160 0.643310 -9.698310
H 10.370190 -9.201440 -10.153850
H 8.033250 -2.851980 -10.625180
C 13.047570 -7.490120 -8.934630
B 17.166370 4.825850 -17.204400
C 6.995660 -3.534850 -15.732730
F 12.837590 0.062700 -7.502370
H 15.568490 -10.424730 -9.532290
H 7.658170 -5.344200 -14.881090
H 5.714110 8.395380 -13.197880
F 16.542030 4.264030 -16.121070

Cartesian forces, eV/Å:
C -1.05 0.90 0.87
C -0.75 -1.35 -0.08
C -1.10 -1.96 -0.14
C -0.79 0.41 0.75
H 0.01 -0.19 0.19
H -0.06 0.24 0.67
H -0.86 0.08 0.42
C -1.49 -0.26 -0.63
H 0.26 -0.04 -0.11
C 0.17 -1.03 1.02
H -0.26 -0.22 -0.03
H -0.29 -0.58 -0.75
C 0.05 1.06 0.39
F -1.12 1.40 0.26
C -0.69 -2.11 0.35
H -0.52 0.83 -0.33
H 0.08 0.03 -0.24
H -0.13 0.11 0.82
C 0.47 -2.95 0.94
H 0.27 0.13 -0.79
H 0.14 -0.19 0.34
C -0.10 0.26 0.48
C 1.96 0.45 1.24
F 3.68 0.54 -0.35
N -0.52 0.03 -0.23
H 0.28 0.40 0.19
F -0.58 0.70 -0.80
C -1.28 0.59 -0.16
C -0.22 -0.38 -0.53
H 0.34 0.22 -0.27
H 0.59 0.57 -0.05
H 0.00 0.47 -0.77
C 0.20 -2.80 0.72
C -0.35 -1.24 -0.62
F 0.35 -0.39 -0.83
H 0.26 -0.82 -0.30
F 1.03 -0.39 0.98
H 0.27 -0.58 -0.19
H -0.16 0.91 0.37
C -1.82 1.63 -1.08
C 1.08 -0.96 -1.07
F 0.46 -1.13 -0.96
H 0.33 -0.09 -0.05
C -0.74 -1.42 -0.28
O 2.28 1.96 1.16
H 0.87 -0.01 0.13
F -2.63 0.44 -0.10
C -0.85 -1.62 1.96
C -0.02 -0.13 0.18
H -0.15 0.57 0.66
H -0.21 0.02 0.02
H -0.16 -0.41 -0.14
B -0.74 -0.53 1.12
H 0.19 0.76 0.06
O 1.93 1.91 -0.41
H -0.12 -0.15 0.51
H 0.07 0.09 0.45
F -0.84 -0.49 -0.33
O 0.12 -0.56 -0.14
H 0.14 0.22 0.24
F 0.50 -0.16 -0.04
N -0.76 -1.36 -0.61
H -0.16 0.08 0.01
C -0.05 0.43 -0.90
H -0.07 -0.09 0.26
H -0.69 0.24 0.50
H 0.71 -0.01 0.02
B 1.46 1.81 0.55
B -1.79 -1.48 0.17
C -0.91 -0.88 0.19
H 0.04 -0.50 -0.46
H 0.62 -0.32 0.48
F 1.70 1.57 -0.54
H -0.38 -0.17 0.57
H 0.12 -0.15 0.21
C 0.46 -0.57 -0.27
H -0.23 -0.13 -0.03
F 0.94 1.84 0.46
F 0.97 1.97 -0.15
H -0.71 0.09 -0.72
F 0.16 -1.28 -1.05
H -0.23 0.16 0.03
H 0.88 -0.25 -0.05
H -0.12 -0.02 -0.04
N 1.32 2.35 -1.91
N 0.22 1.33 -0.34
H 0.13 -0.12 -0.07
H -0.40 0.62 0.53
N -0.73 0.83 -1.02
H -0.02 -0.20 -0.21
C -0.72 0.52 -1.37
H 1.20 -0.38 -0.07
H 0.04 -0.08 0.12
H -0.07 0.04 0.08
H -0.16 0.51 0.61
C 1.03 -0.72 -0.89
N 2.81 -0.42 -0.99
H -0.11 0.30 0.11
C -0.07 -0.29 -2.07
C -1.15 1.59 0.23
F -1.92 3.49 -1.10
H -0.55 -0.18 -0.16
H 0.01 0.09 -0.26
H 0.22 0.13 0.16
H 0.33 -0.04 0.35
C 0.33 -1.04 -0.23
F 0.12 0.17 0.10
C -0.38 0.28 1.42
C 1.07 -0.64 0.75
C -0.28 1.21 -0.10
C -1.54 3.19 0.58
C 0.18 0.59 1.49
H -0.15 0.64 -0.12
F 0.21 0.76 -0.55
H 0.27 -0.05 0.08
F 0.18 0.16 -0.30
C 0.90 -1.04 -0.68
C -0.20 -1.30 -0.81
N 0.02 2.54 1.06
C -1.19 -0.57 -0.55
H 0.22 0.28 0.02
H 0.04 -0.05 -0.01
H 0.04 0.48 0.01
F -0.20 -2.02 2.30
C -0.49 1.20 1.37
H 0.23 0.17 -0.20
F -2.19 -0.90 -0.83
C -0.25 1.63 1.83
F -0.13 -0.99 -1.68
H 0.47 -0.07 -0.19
C 0.09 0.91 -1.02
H 0.58 0.68 -0.57
H 0.06 -0.27 -0.65
C -0.36 0.97 0.43
F -2.09 -1.61 1.37
H 0.61 0.15 -0.35
H 0.36 0.04 0.13
N -0.78 -2.33 -2.41
H 0.02 0.31 0.84
C 1.97 1.53 0.54
H 0.16 -0.06 0.03
B 1.27 0.55 0.46
H -0.68 0.35 0.79
C -2.38 0.77 -0.85
C -0.49 -1.59 0.50
B -0.64 -1.29 -0.33
H -0.18 0.49 -0.32
N 2.28 -1.52 -0.73
H -0.30 -0.27 0.08
C -0.14 0.00 1.49
C 1.80 -0.56 -0.41
H 0.00 0.10 0.12
F 0.57 -1.20 -1.83
H -0.08 0.13 0.04
H -0.30 -0.55 0.19
C 0.25 0.25 0.95
B -0.03 -0.33 0.04
C 0.65 -1.31 -0.48
F 0.16 -1.80 0.93
H -0.18 0.16 0.13
H 0.36 -0.09 0.11
H -0.23 0.54 -0.22
F -0.82 -0.90 1.12

2S+1: 1
DFT total energy in hartree: -5099.56656
Total charge: +3
HOMO in eV: -11.5
Kohn-Sham gap in hartree: 0.068
E_LUMO in eV: -9.67
Strongest force on any atom in eV/Å: 4.14

Here are the Löwdin charges for atoms 1 to 99, given in e: number 1, C, carries 0.08; number 2, C, carries 0.05; number 3, C, carries -0.16; number 4, C, carries -0.14; number 5, H, carries 0.12; number 6, H, carries 0.12; number 7, H, carries 0.16; number 8, C, carries -0.14; number 9, H, carries 0.15; number 10, C, carries -0.11; number 11, H, carries 0.16; number 12, H, carries 0.15; number 13, C, carries 0.05; number 14, F, carries 0.11; number 15, C, carries 0.02; number 16, H, carries 0.09; number 17, H, carries 0.15; number 18, H, carries 0.09; number 19, C, carries 0.05; number 20, H, carries 0.09; number 21, H, carries 0.16; number 22, C, carries 0.06; number 23, C, carries 0.02; number 24, F, carries 0.19; number 25, N, carries 0.23; number 26, H, carries 0.12; number 27, F, carries 0.06; number 28, C, carries -0.20; number 29, C, carries 0.04; number 30, H, carries 0.15; number 31, H, carries 0.09; number 32, H, carries 0.15; number 33, C, carries 0.10; number 34, C, carries -0.13; number 35, F, carries 0.02; number 36, H, carries 0.16; number 37, F, carries 0.14; number 38, H, carries 0.10; number 39, H, carries 0.18; number 40, C, carries 0.08; number 41, C, carries 0.05; number 42, F, carries 0.06; number 43, H, carries 0.10; number 44, C, carries -0.18; number 45, O, carries 0.08; number 46, H, carries 0.15; number 47, F, carries 0.14; number 48, C, carries 0.10; number 49, C, carries -0.08; number 50, H, carries 0.15; number 51, H, carries 0.13; number 52, H, carries 0.13; number 53, B, carries -1.35; number 54, H, carries 0.14; number 55, O, carries -0.18; number 56, H, carries 0.09; number 57, H, carries 0.16; number 58, F, carries 0.07; number 59, O, carries -0.19; number 60, H, carries 0.15; number 61, F, carries 0.12; number 62, N, carries 0.26; number 63, H, carries 0.17; number 64, C, carries 0.08; number 65, H, carries 0.15; number 66, H, carries 0.12; number 67, H, carries 0.17; number 68, B, carries -1.43; number 69, B, carries -1.53; number 70, C, carries 0.00; number 71, H, carries 0.14; number 72, H, carries 0.13; number 73, F, carries 0.11; number 74, H, carries 0.17; number 75, H, carries 0.11; number 76, C, carries 0.03; number 77, H, carries 0.14; number 78, F, carries 0.14; number 79, F, carries 0.16; number 80, H, carries 0.11; number 81, F, carries 0.10; number 82, H, carries 0.12; number 83, H, carries 0.13; number 84, H, carries 0.13; number 85, N, carries -0.06; number 86, N, carries -0.08; number 87, H, carries 0.12; number 88, H, carries 0.17; number 89, N, carries -0.08; number 90, H, carries 0.13; number 91, C, carries 0.04; number 92, H, carries 0.17; number 93, H, carries 0.16; number 94, H, carries 0.09; number 95, H, carries 0.17; number 96, C, carries -0.19; number 97, N, carries -0.08; number 98, H, carries 0.11; number 99, C, carries 0.06